[1]
The following is a DFT calculation (ωB97M-V/def2-TZVPD) of a molecular structure, C54H58AsIrN7O6S.

The geometry in XYZ format:
```
128
Properties=species:S:1:pos:R:3:lowdin_charge:R:1
Ir 0.88235 0.04333 0.05844 1.469
C 1.26252 5.47412 -3.43199 -0.080
C 0.60474 5.43930 -2.05091 -0.186
C 1.11755 4.32924 -1.19606 -0.140
C 2.00169 4.37600 -0.16642 -0.121
C 2.73077 5.55031 0.39997 -0.180
C 4.19545 5.61154 -0.03842 -0.080
C 2.17361 3.00796 0.27364 -0.229
N 1.41461 2.15609 -0.45733 0.025
C 0.75792 2.93619 -1.35347 -0.233
C -0.17008 2.45834 -2.25817 0.064
C -0.48785 1.12269 -2.45867 -0.235
C -1.51205 0.71836 -3.38980 -0.131
C -2.38071 1.64308 -4.18469 -0.188
C -1.79642 1.97372 -5.55856 -0.076
C -1.55271 -0.64285 -3.35331 -0.136
C -0.56154 -1.05251 -2.39856 -0.245
C -0.34131 -2.38278 -2.06136 0.053
C 0.59490 -2.79806 -1.12969 -0.246
N 1.36164 -1.94011 -0.39393 -0.014
C 2.20471 -2.72328 0.33727 -0.226
C 3.18076 -2.24510 1.18856 0.059
C 3.47644 -0.90742 1.41528 -0.233
N 2.91843 0.17061 0.79222 -0.009
C 3.37957 1.25777 1.48539 -0.247
C 3.04638 2.58765 1.26079 0.046
C 4.33224 0.86333 2.49446 -0.131
C 4.40207 -0.49467 2.44188 -0.122
C 5.27442 -1.40746 3.24247 -0.187
C 6.55388 -1.79829 2.50088 -0.078
C 5.06165 1.79843 3.40841 -0.188
C 6.31037 2.40452 2.76566 -0.076
C 1.95043 -4.11894 0.07519 -0.121
C 0.94066 -4.16421 -0.84020 -0.124
C 0.31305 -5.35377 -1.49327 -0.184
C 0.84718 -5.60520 -2.90506 -0.078
C 2.73373 -5.25402 0.65155 -0.186
C 4.08149 -5.45246 -0.04466 -0.079
N 0.11288 0.02564 -1.89292 -0.015
C -2.44227 -1.56787 -4.12172 -0.187
C -1.75564 -2.17299 -5.34779 -0.076
H 0.85341 6.27790 -4.04500 0.071
H 1.11092 4.53241 -3.96105 0.065
H 2.33873 5.62856 -3.34382 0.072
H -0.47891 5.33981 -2.15613 0.113
H 0.76920 6.38945 -1.53955 0.107
H 2.66871 5.52475 1.49175 0.115
H 2.22383 6.46634 0.09064 0.106
H 4.72178 4.69086 0.21454 0.058
H 4.71559 6.44286 0.43780 0.072
H 4.26768 5.74041 -1.11882 0.073
H -0.69763 3.18324 -2.86035 0.109
H -2.54726 2.56369 -3.62266 0.107
H -3.36513 1.18436 -4.30505 0.106
H -0.80143 2.40970 -5.46133 0.073
H -2.42626 2.68207 -6.09744 0.073
H -1.70181 1.07407 -6.16704 0.065
H -0.92405 -3.13732 -2.56926 0.110
H 3.75398 -2.97721 1.73869 0.105
H 3.53269 3.33943 1.86669 0.111
H 4.71958 -2.30877 3.51227 0.107
H 5.53115 -0.91886 4.18471 0.106
H 6.32040 -2.30104 1.56140 0.070
H 7.16813 -2.46808 3.10313 0.072
H 7.14720 -0.91613 2.25945 0.067
H 5.34381 1.26078 4.31617 0.107
H 4.39308 2.60114 3.73023 0.106
H 7.02815 1.62545 2.50815 0.068
H 6.79993 3.10747 3.43997 0.073
H 6.05863 2.93401 1.84594 0.065
H -0.77175 -5.22065 -1.52599 0.112
H 0.48926 -6.23546 -0.87453 0.105
H 0.70094 -4.73143 -3.54049 0.064
H 0.34566 -6.45386 -3.37130 0.073
H 1.91703 -5.81472 -2.88025 0.070
H 2.14528 -6.17024 0.57303 0.105
H 2.89299 -5.08637 1.72000 0.111
H 3.93962 -5.68728 -1.09980 0.070
H 4.64464 -6.26640 0.41208 0.072
H 4.68596 -4.54674 0.00981 0.067
H -3.33323 -1.02035 -4.43717 0.105
H -2.79148 -2.36995 -3.46584 0.107
H -1.43954 -1.39136 -6.03875 0.067
H -2.42483 -2.84915 -5.88061 0.074
H -0.86493 -2.73252 -5.05993 0.067
O 0.81280 2.12159 3.85934 -0.196
As -0.26579 1.08545 2.96692 0.860
O -1.60372 0.60001 3.73694 -0.374
O 0.75654 -0.03401 2.23877 -0.491
C -2.06461 3.07896 4.11639 0.010
C -2.42681 3.45783 5.38155 -0.066
C -3.02138 4.70782 5.51574 -0.075
C -3.23475 5.51535 4.40171 -0.078
C -2.85756 5.08983 3.14014 -0.053
C -2.26694 3.83272 3.00331 -0.286
S -1.81258 3.29752 1.38611 0.595
O -1.18276 4.38948 0.71259 -0.244
O -2.94504 2.66905 0.77143 -0.268
O -0.70973 2.18651 1.58298 -0.422
H 1.70339 1.85274 3.58709 0.030
H -2.25236 2.81760 6.23563 0.112
H -3.31892 5.05797 6.49627 0.105
H -3.69737 6.48517 4.52243 0.104
H -3.00400 5.71763 2.27105 0.118
N -5.85974 -2.38914 -0.22178 0.171
C -6.81561 -3.36203 -0.02215 -0.191
C -8.14346 -3.47233 -0.42154 -0.024
C -8.80914 -4.61773 -0.03559 -0.095
C -8.17710 -5.61971 0.72086 -0.094
C -6.86016 -5.50295 1.10981 -0.015
C -6.16877 -4.35311 0.72800 -0.225
N -4.85918 -3.98654 0.97680 0.185
C -4.71900 -2.82370 0.40291 -0.274
C -3.47409 -2.04879 0.40856 -0.109
C -3.37640 -0.78464 -0.15375 0.035
C -2.15889 -0.13661 -0.14217 -0.100
N -1.06257 -0.66696 0.41047 -0.080
C -1.16704 -1.87332 0.99619 -0.096
C -2.34085 -2.58859 1.00942 0.034
H -5.98104 -1.52098 -0.71083 0.151
H -8.63451 -2.70383 -1.00323 0.107
H -9.84409 -4.74886 -0.32151 0.100
H -8.74173 -6.49824 1.00206 0.099
H -6.36779 -6.26854 1.69286 0.111
H -4.21500 -0.27626 -0.60720 0.119
H -2.05149 0.85138 -0.56098 0.102
H -0.27395 -2.23908 1.47891 0.119
H -2.38409 -3.55977 1.47816 0.121
```

Properties
Orbital gap (alpha / beta) in eV: 5.7 / 5.7
DFT total energy in eV: -154168.268
LUMO (alpha / beta) in eV: -0.937 / -0.937
2S+1: 2
HOMO level (alpha / beta) in Eh: -0.2440 / -0.2441

[2]
The following is a DFT calculation (ωB97M-V/def2-TZVPD) of a molecular structure, C54H58CoN8O3PS2Se.

The geometry in XYZ format:
```
128
Properties=species:S:1:pos:R:3:lowdin_charge:R:1
Co 0.82261 -0.93543 1.38780 0.557
S -5.30670 -0.36404 0.79629 1.075
C -6.86370 -0.35264 0.09099 -0.385
C -7.01197 -1.35562 -0.81416 -0.166
C -5.84520 -2.15253 -0.93521 -0.121
C -4.82623 -1.75073 -0.11682 -0.496
C -3.47386 -2.30834 -0.02916 -0.219
C -2.40570 -1.56869 0.52442 -0.073
N -1.16188 -1.97764 0.54017 0.113
C -0.87673 -3.18327 0.02392 -0.145
C -1.85511 -4.01232 -0.54333 -0.120
C -1.46514 -5.27619 -1.10169 -0.004
C -0.17727 -5.67129 -1.08675 -0.008
C 0.84208 -4.86181 -0.47784 -0.120
C 2.18020 -5.26158 -0.41846 0.043
C 3.10337 -4.46942 0.22947 -0.176
C 2.62720 -3.28279 0.81100 -0.034
N 1.38828 -2.84671 0.73595 0.100
C 0.48621 -3.62896 0.09141 -0.114
C 4.52661 -4.79889 0.34645 -0.479
C 5.53914 -4.01320 0.82846 -0.115
C 6.80467 -4.65115 0.79768 -0.171
C 6.73621 -5.91146 0.29165 -0.400
S 5.14018 -6.33601 -0.14022 1.070
C -3.17373 -3.54873 -0.55300 0.042
H -7.58011 0.39484 0.39006 0.072
H -7.91798 -1.52207 -1.37733 0.109
H -5.77433 -2.98627 -1.61894 0.118
H -2.58944 -0.58126 0.93729 0.096
H -2.22837 -5.90610 -1.54157 0.122
H 0.11470 -6.61769 -1.52450 0.121
H 2.48255 -6.19375 -0.88195 0.112
H 3.31827 -2.68140 1.37838 0.099
H 5.40513 -3.00040 1.18454 0.101
H 7.72045 -4.18941 1.13552 0.107
H 7.53761 -6.61857 0.15408 0.072
H -3.95562 -4.16998 -0.97218 0.132
Se 8.31275 1.14744 0.89831 1.151
N 7.34683 0.56446 2.26658 -0.222
C 6.13722 0.34937 1.81896 -0.340
C 5.04719 -0.15881 2.63962 -0.083
C 5.22566 -0.54177 3.96919 0.021
C 4.15477 -1.05417 4.66491 -0.016
C 2.92896 -1.16334 4.01096 -0.083
N 2.74713 -0.80654 2.75359 0.105
C 3.78323 -0.31305 2.06043 -0.142
C 3.56623 -0.05061 0.62836 -0.120
N 2.35272 -0.32314 0.11379 0.082
C 2.17723 -0.24541 -1.19406 -0.107
C 3.18719 0.13184 -2.07530 -0.027
C 4.41802 0.46151 -1.56356 0.026
C 4.62241 0.36563 -0.18539 -0.072
C 5.92256 0.61858 0.42034 -0.336
N 6.96031 1.05400 -0.24494 -0.222
H 6.20565 -0.43988 4.41622 0.124
H 4.25092 -1.37413 5.69258 0.114
H 2.06262 -1.55716 4.52910 0.115
H 1.18242 -0.47778 -1.55115 0.107
H 2.98887 0.17416 -3.13715 0.121
H 5.24210 0.76862 -2.19382 0.125
C -1.29614 -0.77656 5.10459 0.010
C -0.49445 -0.62689 3.84664 -0.268
N -0.14071 -1.58906 3.06077 -0.061
O -0.49985 -2.90056 3.30059 -0.004
C -0.03207 0.68491 3.43868 -0.288
C -0.09231 1.92602 4.26902 -0.014
N 0.56945 0.71275 2.26658 -0.200
O 1.09866 1.77400 1.84837 -0.081
H -1.66550 -1.78498 5.28130 0.071
H -2.16019 -0.11367 5.06858 0.100
H -0.69417 -0.48970 5.96756 0.101
H -1.08095 -2.93348 4.07410 0.079
H -0.68080 1.78851 5.17392 0.074
H -0.51590 2.74611 3.68927 0.054
H 0.91898 2.23458 4.54897 0.091
O -0.54092 0.63215 -0.32037 -0.350
P -1.21550 1.69014 -1.14396 0.849
C -0.13603 3.16304 -1.32078 -0.316
C -0.56036 4.24950 -2.34194 -0.184
C 0.28402 4.17901 -3.61241 -0.194
C 1.75699 4.48232 -3.30189 -0.182
C 2.18005 3.89805 -1.93939 -0.172
C 1.30851 2.70254 -1.56708 -0.214
C -1.48421 0.95552 -2.82273 -0.312
C -1.69131 -0.56924 -2.73132 -0.170
C -3.15253 -0.97766 -2.56096 -0.199
C -4.01296 -0.40711 -3.68229 -0.177
C -3.91272 1.11526 -3.67243 -0.185
C -2.46343 1.58441 -3.83152 -0.174
C -2.79215 2.13653 -0.30125 -0.329
C -3.61083 3.34453 -0.79361 -0.177
C -3.21453 4.67855 -0.15831 -0.188
C -3.22473 4.58979 1.36288 -0.191
C -2.24172 3.51741 1.81933 -0.197
C -2.60676 2.15455 1.23171 -0.195
H -0.15641 3.58622 -0.31255 0.109
H -0.42536 5.23747 -1.89460 0.119
H -1.61707 4.17267 -2.58992 0.078
H -0.09558 4.88310 -4.35440 0.115
H 0.19264 3.18201 -4.05288 0.100
H 1.91198 5.56289 -3.30320 0.109
H 2.38234 4.07003 -4.09651 0.107
H 2.08898 4.65539 -1.15623 0.119
H 3.22926 3.59814 -1.96918 0.104
H 1.67281 2.20840 -0.66663 0.092
H 1.34989 1.97616 -2.38455 0.088
H -0.46878 1.10316 -3.21697 0.102
H -1.09714 -0.96520 -1.90416 0.076
H -1.31044 -1.01863 -3.65511 0.126
H -3.53274 -0.60296 -1.60426 0.075
H -3.22489 -2.06776 -2.52911 0.109
H -5.05206 -0.71785 -3.55640 0.106
H -3.66733 -0.79220 -4.64722 0.119
H -4.33073 1.48021 -2.73096 0.097
H -4.51030 1.54696 -4.47771 0.117
H -2.42143 2.67146 -3.80155 0.088
H -2.12486 1.29539 -4.83239 0.123
H -3.37605 1.23488 -0.52946 0.063
H -4.65830 3.15084 -0.53806 0.121
H -3.56680 3.42674 -1.88035 0.088
H -3.90515 5.45093 -0.50295 0.117
H -2.21561 4.97244 -0.48216 0.090
H -4.23161 4.32809 1.70676 0.117
H -2.96933 5.55601 1.80142 0.113
H -2.25196 3.44130 2.90891 0.100
H -1.22669 3.79885 1.52735 0.105
H -3.55463 1.84540 1.68309 0.092
H -1.84901 1.41993 1.51119 0.074
```

Properties
Orbital gap (alpha / beta) in eV: 6.8 / 6.8
DFT total energy in eV: -208932.558
LUMO (alpha / beta) in eV: -2.814 / -2.813
Relative energy (zero: lowest compared OMol25 entry of this formula, charge and spin) in kcal/mol: 0.00
2S+1: 2
HOMO level (alpha / beta) in Eh: -0.3520 / -0.3522
Total charge: +1

[3]
The following is a DFT calculation (ωB97M-V/def2-TZVPD) of a molecular structure, C54H59BiN4O11S3.

The geometry in XYZ format:
```
132
Properties=species:S:1:pos:R:3:lowdin_charge:R:1
Bi -0.37836 -0.87281 0.23023 2.145
O -0.96977 -1.62055 4.43710 0.071
C -0.92055 -1.65663 3.04771 -0.694
O -0.01930 -0.84465 2.52541 -0.235
C -0.71360 -3.11663 2.60506 -0.150
C -0.73178 -4.19817 3.47732 0.032
C -0.51606 -5.45984 2.95664 -0.021
C -0.33796 -5.61280 1.58631 -0.001
C -0.35888 -4.48140 0.79128 -0.188
N -0.50711 -3.26175 1.30001 0.115
C -0.22071 -4.56307 -0.71113 -0.473
O -0.89741 -5.58004 -1.29146 0.126
O 0.42377 -3.80158 -1.36253 0.139
H -0.58090 -0.77643 4.69766 0.109
H -0.89507 -4.02614 4.53161 0.125
H -0.49123 -6.32444 3.60796 0.116
H -0.16810 -6.59066 1.15265 0.124
H -1.40654 -6.06523 -0.63041 0.097
C 7.40293 1.22646 0.50832 -0.067
C 6.12833 1.83923 -0.07459 -0.556
C 5.85041 3.15634 0.66527 -0.050
C 6.36667 2.13959 -1.56172 -0.041
C 4.92631 0.89747 0.05247 -0.158
C 3.67076 1.33777 -0.26024 0.024
C 2.55920 0.47463 -0.15564 -0.161
N 1.25538 0.84767 -0.36399 0.065
C 0.82691 1.79920 -1.13591 -0.164
C 1.59251 2.40574 -2.19736 0.046
C 1.03815 3.35110 -2.96834 -0.134
C -0.30888 3.81972 -2.64292 0.071
C -1.13149 3.28253 -1.71744 -0.067
C -0.61594 2.14260 -0.96076 -0.248
O -1.31633 1.49351 -0.17650 -0.088
C -2.56779 3.75614 -1.49759 -0.528
C -3.53678 2.65186 -1.95425 -0.026
C -2.80786 4.07778 -0.01358 -0.032
C -2.86506 5.01799 -2.30778 -0.063
C 1.70896 3.92095 -4.20856 -0.555
C 3.07028 3.27543 -4.46350 -0.056
C 0.80410 3.64911 -5.42386 -0.032
C 1.90378 5.43307 -4.03243 -0.039
C 2.70901 -0.87027 0.29295 -0.262
O 1.68331 -1.66334 0.35427 -0.238
C 4.01011 -1.32647 0.64211 -0.072
C 5.05580 -0.44455 0.49041 0.049
C 4.19923 -2.75054 1.17409 -0.528
C 5.65872 -3.03167 1.53335 -0.071
C 3.77105 -3.77319 0.10777 -0.031
C 3.35959 -2.93887 2.44902 -0.032
H 8.21603 1.95202 0.43945 0.084
H 7.71287 0.33289 -0.03871 0.086
H 7.27705 0.96205 1.56138 0.091
H 6.74487 3.78456 0.66205 0.084
H 5.56730 2.96585 1.70283 0.093
H 5.04717 3.72677 0.19384 0.074
H 7.22215 2.81021 -1.68767 0.087
H 5.49016 2.61724 -2.00781 0.065
H 6.56623 1.21914 -2.11551 0.092
H 3.49753 2.37083 -0.53429 0.112
H 2.55899 1.98014 -2.41969 0.107
H -0.68363 4.64924 -3.22748 0.097
H -3.36700 1.72501 -1.40785 0.053
H -3.41362 2.45157 -3.02116 0.098
H -4.56871 2.96702 -1.77875 0.092
H -2.67703 3.20393 0.62180 0.064
H -3.82957 4.44308 0.11850 0.090
H -2.12158 4.85901 0.32597 0.094
H -2.81093 4.84047 -3.38484 0.087
H -2.18444 5.83421 -2.04966 0.092
H -3.88112 5.34662 -2.08247 0.089
H 2.98112 2.19469 -4.59676 0.096
H 3.76857 3.47017 -3.64492 0.075
H 3.50238 3.69077 -5.37569 0.090
H 0.58111 2.58300 -5.50962 0.099
H 1.30613 3.97192 -6.33884 0.088
H -0.14280 4.18958 -5.35633 0.080
H 2.55739 5.64388 -3.18225 0.091
H 0.95682 5.95275 -3.86910 0.078
H 2.36215 5.85457 -4.93024 0.089
H 6.04532 -0.79194 0.74614 0.085
H 6.31478 -2.96510 0.66129 0.087
H 5.73485 -4.04802 1.92679 0.086
H 6.02797 -2.34918 2.30355 0.087
H 4.40542 -3.68723 -0.77861 0.092
H 2.73634 -3.62604 -0.20015 0.059
H 3.88129 -4.78699 0.50595 0.085
H 3.70920 -2.26724 3.23795 0.092
H 3.46543 -3.96767 2.80772 0.085
H 2.30401 -2.73496 2.27430 0.061
C -3.79140 -3.77919 0.28509 0.018
C -3.35365 -3.10980 -0.97079 -0.343
N -2.27254 -2.37138 -1.12675 0.086
C -2.26257 -1.95807 -2.44043 -0.123
C -3.37250 -2.44424 -3.07960 -0.070
N -4.03635 -3.17248 -2.13136 0.185
C -3.96530 -2.39750 -4.44649 -0.492
O -3.34612 -1.68187 -5.34991 0.132
O -4.99021 -3.01231 -4.65133 0.089
C -1.17832 -1.06906 -2.96085 -0.561
O -1.26290 -0.66512 -4.13278 0.036
O -0.23642 -0.75973 -2.16457 -0.147
H -3.40761 -3.22190 1.13781 0.057
H -3.41377 -4.80498 0.33995 0.078
H -4.87947 -3.81225 0.34522 0.087
H -4.89981 -3.65523 -2.33186 0.171
H -2.50644 -1.25725 -4.95378 0.078
O -2.25606 -1.38710 2.45053 -0.089
C -3.26260 -0.57346 3.06433 -0.449
C -2.80761 0.83775 3.43309 -0.453
C -1.57791 1.34050 3.73924 -0.106
C -1.61305 2.71700 4.10707 -0.165
C -2.86954 3.23337 4.07401 -0.406
S -4.01280 2.07120 3.56784 1.051
C -3.80507 -1.33582 4.27077 -0.510
C -4.05208 -2.67459 4.30567 -0.148
C -4.57131 -3.11329 5.55397 -0.171
C -4.71005 -2.08829 6.43988 -0.404
S -4.21752 -0.59925 5.76384 1.063
C -4.33632 -0.46602 1.98324 -0.490
C -4.18427 0.10620 0.75537 -0.129
C -5.36121 0.03832 -0.03769 -0.166
C -6.38962 -0.56657 0.62285 -0.400
S -5.93264 -1.06089 2.19368 1.073
H -0.66501 0.76936 3.64817 0.089
H -0.73428 3.28803 4.37503 0.104
H -3.18870 4.24116 4.29255 0.067
H -3.84533 -3.32972 3.46862 0.111
H -4.82926 -4.13951 5.77804 0.102
H -5.07875 -2.12321 7.45421 0.065
H -3.26139 0.57937 0.43923 0.082
H -5.43636 0.43335 -1.04325 0.100
H -7.39792 -0.73844 0.27651 0.066
```

Properties
Orbital gap (alpha / beta) in eV: 5.6 / 5.6
DFT total energy in eV: -123788.134
LUMO (alpha / beta) in eV: -1.934 / -1.934
Relative energy (zero: lowest compared OMol25 entry of this formula, charge and spin) in kcal/mol: 3.06
HOMO level (alpha / beta) in Eh: -0.2787 / -0.2786

- What is the DFT total energy in the first record?
  -154168.268 eV

- Which of these has the lowest DFT total energy?
  C54H58CoN8O3PS2Se